(1)
Below is a molecular structure, C49H34BrCl2F5GaN2OP2S, with properties calculated with ωB97M-V/def2-TZVPD.

Atoms and positions in Å:
Ga 0.764 0.853 1.501
Cl -1.688 1.928 3.208
C -2.011 3.310 2.188
C -3.236 3.932 2.351
C -3.548 5.026 1.564
C -2.638 5.471 0.618
C -1.424 4.822 0.464
Cl -0.354 5.406 -0.764
C -1.059 3.717 1.252
S 0.543 3.034 0.994
H -3.925 3.563 3.098
H -4.497 5.530 1.686
H -2.859 6.320 -0.014
Br 7.208 3.782 3.840
C 5.572 2.860 3.707
C 5.554 1.480 3.840
C 4.350 0.805 3.732
C 3.178 1.512 3.492
C 3.205 2.890 3.341
C 4.406 3.568 3.462
N 1.943 0.811 3.336
C 1.644 -0.137 4.118
C 0.434 -0.918 3.819
C -0.067 -1.872 4.676
C -1.240 -2.534 4.330
C -1.873 -2.199 3.146
C -1.305 -1.228 2.338
N -0.168 -0.618 2.657
H 6.474 0.938 4.009
H 4.337 -0.279 3.782
H 2.291 3.429 3.132
H 4.437 4.643 3.355
H 2.237 -0.379 4.998
H 0.452 -2.087 5.601
H -1.653 -3.291 4.982
H -2.792 -2.677 2.837
H -1.770 -0.926 1.414
C -1.006 -1.664 -0.957
P -0.152 -0.039 -0.797
C -1.331 1.165 -1.455
C -1.272 1.704 -2.736
C -2.216 2.640 -3.136
C -3.231 3.027 -2.273
C -3.310 2.474 -1.001
C -2.355 1.557 -0.594
C 1.306 -0.058 -1.866
C 1.872 1.150 -2.275
C 3.080 1.161 -2.953
C 3.746 -0.031 -3.213
C 3.202 -1.234 -2.786
C 1.993 -1.248 -2.104
P -1.264 -2.474 -2.630
C -2.556 -1.417 -3.368
C -2.355 -1.009 -4.684
C -3.299 -0.220 -5.334
C -4.451 0.166 -4.668
C -4.662 -0.235 -3.351
C -3.721 -1.021 -2.708
C -2.226 -3.902 -1.994
C -3.552 -4.162 -2.334
C -4.193 -5.300 -1.859
C -3.522 -6.193 -1.037
C -2.194 -5.953 -0.704
C -1.552 -4.823 -1.187
H -1.977 -1.537 -0.470
H -0.443 -2.384 -0.356
H -0.496 1.401 -3.423
H -2.157 3.064 -4.131
H -3.962 3.760 -2.591
H -4.098 2.772 -0.321
H -2.401 1.155 0.414
H 1.382 2.087 -2.047
H 3.508 2.104 -3.269
H 4.691 -0.020 -3.741
H 3.721 -2.165 -2.977
H 1.594 -2.195 -1.771
H -1.454 -1.314 -5.204
H -3.133 0.086 -6.359
H -5.189 0.778 -5.171
H -5.562 0.066 -2.831
H -3.906 -1.343 -1.688
H -4.091 -3.479 -2.980
H -5.223 -5.488 -2.138
H -4.024 -7.078 -0.668
H -1.653 -6.658 -0.085
H -0.502 -4.675 -0.951
F 6.506 -2.937 1.033
C 5.510 -2.056 0.962
C 5.769 -0.728 0.661
F 7.025 -0.341 0.453
C 4.743 0.190 0.592
F 5.023 1.465 0.326
C 3.413 -0.178 0.811
O 2.443 0.715 0.706
C 3.192 -1.518 1.118
F 1.915 -1.922 1.331
C 4.209 -2.450 1.195
F 3.926 -3.722 1.483

For the energy above the lowest of the compared OMol25 structures with the same formula, charge and spin, the calculation gives 0.0 kJ/mol. The value obtained for the lowest unoccupied orbital energy is -4.10 eV. The value obtained for the HOMO energy is -10.52 eV. Its total charge is +1.

***

(2)
Below is a molecular structure, C49H34CuF5N3O3S4, with properties calculated with ωB97M-V/def2-TZVPD.

Atoms and positions in Å:
Cu 1.046 -0.539 -0.934
C -4.956 5.483 5.311
C -3.895 4.611 4.691
C -2.633 4.500 5.274
C -1.664 3.677 4.720
C -1.944 2.972 3.561
C -3.196 3.060 2.976
C -4.162 3.880 3.540
S -0.677 1.828 2.929
O -0.011 1.296 4.144
C 0.461 3.096 2.277
C 1.707 3.177 2.927
C 2.658 4.040 2.477
C 2.404 4.867 1.355
C 3.392 5.746 0.850
C 3.148 6.519 -0.249
C 1.899 6.443 -0.899
C 0.924 5.608 -0.433
C 1.145 4.800 0.710
C 0.158 3.885 1.194
C -1.180 3.851 0.539
C -2.078 4.937 0.789
C -1.762 5.966 1.715
C -2.652 6.964 1.990
C -3.905 7.002 1.341
C -4.233 6.033 0.436
C -3.339 4.972 0.148
C -3.689 3.926 -0.737
C -2.833 2.885 -0.949
C -1.567 2.854 -0.326
S -0.516 1.407 -0.812
O -1.384 0.669 -1.764
C 0.633 2.414 -1.781
C 1.941 2.542 -1.346
C 2.849 3.248 -2.121
C 2.462 3.816 -3.330
C 3.460 4.549 -4.189
C 1.134 3.687 -3.740
C 0.218 2.990 -2.971
H -4.518 6.201 6.004
H -5.678 4.878 5.864
H -5.504 6.035 4.545
H -2.406 5.060 6.175
H -0.692 3.561 5.185
H -3.423 2.491 2.080
H -5.138 3.955 3.073
H 1.875 2.518 3.771
H 3.631 4.086 2.951
H 4.355 5.781 1.348
H 3.914 7.182 -0.632
H 1.719 7.040 -1.785
H -0.022 5.536 -0.955
H -0.803 5.938 2.216
H -2.402 7.728 2.715
H -4.603 7.798 1.567
H -5.191 6.053 -0.072
H -4.647 3.964 -1.244
H -3.070 2.065 -1.615
H 2.251 2.068 -0.419
H 3.879 3.336 -1.792
H 4.479 4.280 -3.910
H 3.351 5.631 -4.073
H 3.317 4.308 -5.243
H 0.821 4.134 -4.678
H -0.804 2.853 -3.307
O 1.788 0.191 0.930
N 1.966 -0.816 1.752
C 3.014 -0.782 2.598
C 3.242 -1.773 3.515
C 2.357 -2.852 3.565
C 1.306 -2.894 2.681
C 1.095 -1.879 1.727
S -0.143 -1.941 0.550
H 3.647 0.086 2.489
H 4.092 -1.698 4.179
H 2.506 -3.650 4.282
H 0.602 -3.714 2.677
S -1.068 -2.679 -2.889
C 0.503 -2.989 -3.236
N 1.189 -4.041 -2.678
C 2.581 -4.154 -2.763
C 3.276 -3.566 -3.731
C 2.501 -2.766 -4.728
N 1.249 -2.258 -4.136
H 0.687 -4.518 -1.948
H 3.048 -4.745 -1.986
H 4.356 -3.615 -3.771
H 2.327 -3.305 -5.665
F 4.074 -0.139 -1.163
C 3.526 -0.409 -2.387
C 2.223 -0.587 -2.534
C 1.783 -0.908 -3.940
F 0.936 0.059 -4.406
C 2.905 -1.289 -4.978
F 2.579 -0.930 -6.268
C 4.268 -0.816 -4.658
F 5.174 -0.813 -5.652
C 4.553 -0.428 -3.426
F 5.789 -0.023 -3.104

The value obtained for the lowest unoccupied orbital energy is 2.13 eV. The value obtained for the HOMO energy is -4.23 eV. Its total charge is -1.